[1]
42
Properties=species:S:1:pos:R:3 method="wB97M-V/def2-TZVPD" charge=-1 relative_energy_ev=0.000 homo_lumo_gap_ev="8.84 / 8.61" spin_multiplicity=6 s_squared=8.76 e_homo_ev="-6.59 / -7.14" total_energy_ha=-1591.12709
Ru -0.295 0.253 -0.454
O -0.475 -5.876 0.543
C -0.394 -4.526 0.567
C -1.500 -3.725 0.841
C -1.335 -2.356 0.825
N -0.160 -1.796 0.577
C 0.904 -2.551 0.312
C 0.834 -3.926 0.297
C 2.172 -1.765 -0.009
O 3.230 -2.369 -0.126
O 1.980 -0.504 -0.100
C -2.486 -1.367 1.044
O -3.535 -1.806 1.494
O -2.189 -0.166 0.731
H -1.379 -6.139 0.739
H -2.479 -4.132 1.064
H 1.717 -4.510 0.078
O 0.452 5.277 -3.414
C 1.580 4.600 -3.400
O 2.527 4.892 -4.098
C 1.663 3.466 -2.445
C 2.783 2.676 -2.241
N 2.463 1.759 -1.323
N 1.202 1.897 -0.922
C 0.678 2.894 -1.614
C -0.783 3.176 -1.365
O -1.260 4.218 -1.844
O -1.382 2.306 -0.675
H -0.199 4.965 -2.703
H 3.760 2.753 -2.688
H 2.957 0.941 -0.974
C 0.188 -1.965 -4.106
C -0.905 -1.520 -3.131
C -2.160 -1.047 -3.867
O -0.414 -0.493 -2.336
H -0.165 -2.774 -4.748
H 1.058 -2.303 -3.541
H 0.483 -1.114 -4.723
H -1.174 -2.388 -2.503
H -1.906 -0.175 -4.472
H -2.914 -0.752 -3.136
H -2.566 -1.829 -4.512

***

[2]
34
Properties=species:S:1:pos:R:3 method="wB97M-V/def2-TZVPD" smiles="Cc1ccc2nc(-c3ccc(SCC(=O)O)nc3)[nH]c2c1" relative_energy_ev=0.158 homo_lumo_gap_ev=8.06 e_homo_ev=-8.04 total_energy_ha=-1292.39103
C 2.205 -4.515 3.614
C 1.890 -3.730 2.376
C 1.151 -2.563 2.448
C 0.897 -1.889 1.264
N 0.216 -0.738 0.980
C 0.295 -0.554 -0.380
N 0.974 -1.504 -0.973
C 1.368 -2.359 0.014
C 2.111 -3.536 -0.045
C 2.357 -4.197 1.135
H 2.930 -5.112 1.121
H 2.476 -3.906 -0.990
C -0.305 0.559 -1.080
C -1.065 1.540 -0.445
N -1.606 2.549 -1.095
C -1.430 2.652 -2.399
C -0.692 1.735 -3.144
C -0.127 0.678 -2.468
H 0.457 -0.073 -2.975
H -0.578 1.864 -4.209
S -2.184 4.064 -3.136
C -3.128 4.618 -1.683
H -3.526 5.602 -1.941
H -3.951 3.928 -1.501
C -2.271 4.733 -0.421
O -2.719 4.532 0.669
O -1.046 5.240 -0.611
H -0.842 5.333 -1.556
H -1.263 1.542 0.618
H -0.243 -0.139 1.644
H 0.785 -2.190 3.393
H 3.283 -4.603 3.742
H 1.796 -5.522 3.537
H 1.788 -4.037 4.496

***

[3]
38
Properties=species:S:1:pos:R:3 method="wB97M-V/def2-TZVPD" charge=-1 homo_lumo_gap_ev=2.85 spin_multiplicity=3 s_squared=2.00 e_homo_ev=-2.47 total_energy_ha=-2280.08581
C 1.185 -0.967 -3.796
C -0.198 -0.981 -4.145
C -0.875 -1.854 -3.231
C 0.155 -2.406 -2.317
C 1.417 -1.837 -2.707
Tm -0.286 0.023 -1.888
C -1.109 2.102 -3.023
C 0.303 2.197 -3.143
C 0.961 2.703 -4.205
N 1.335 1.357 -2.617
H -1.882 -2.222 -3.305
H -0.653 -0.523 -5.033
H -0.001 -3.210 -1.626
H 2.372 -2.135 -2.288
H 1.971 -0.443 -4.393
H -1.593 1.471 -3.734
H 2.201 1.996 -2.378
H -1.616 2.391 -2.155
H 0.514 3.089 -5.062
H 2.031 2.636 -4.103
O -0.778 1.277 0.195
C -0.674 0.099 0.753
O -0.759 -0.933 0.010
C -0.460 -0.036 2.233
C 0.041 -1.235 2.803
C 0.169 -1.357 4.209
C -0.218 -0.334 5.057
C -0.697 0.864 4.525
C -0.763 1.032 3.111
N -1.162 1.946 5.405
O -1.097 1.763 6.644
O -1.611 3.011 4.919
N 0.749 -2.641 4.688
O 1.071 -3.489 3.813
O 0.912 -2.860 5.908
H 0.281 -2.053 2.108
H -0.151 -0.422 6.120
H -1.085 1.982 2.648

***

[4]
38
Properties=species:S:1:pos:R:3 method="wB97M-V/def2-TZVPD" charge=-2 relative_energy_ev=0.000 homo_lumo_gap_ev=5.35 e_homo_ev=-1.05 total_energy_ha=-5562.22495
Cu -0.839 1.385 -0.890
N -4.290 0.956 -3.677
C -3.145 0.858 -2.878
S -2.704 2.256 -1.974
N -2.573 -0.311 -2.899
N -1.425 -0.368 -2.142
C -1.066 -1.528 -1.778
C 0.198 -1.710 -1.024
C 0.163 -2.298 0.241
C 1.349 -2.426 0.937
C 2.525 -1.974 0.354
C 2.456 -1.420 -0.913
N 1.327 -1.298 -1.606
H -4.474 1.908 -3.951
H -4.274 0.295 -4.441
H -1.701 -2.397 -1.956
H -0.801 -2.545 0.675
H 1.349 -2.840 1.939
H 3.475 -2.017 0.873
H 3.352 -1.037 -1.393
Br 5.192 2.345 1.937
C 3.451 2.132 1.136
C 2.477 1.408 1.801
C 1.230 1.257 1.201
C 0.891 1.800 -0.056
C 1.932 2.532 -0.658
C 3.196 2.705 -0.095
H 2.692 0.959 2.765
H 0.474 0.675 1.720
H 1.767 2.988 -1.632
H 3.967 3.271 -0.606
C -2.455 -0.602 3.326
C -2.101 -1.065 1.891
O -2.293 -2.283 1.644
O -1.650 -0.179 1.137
H -2.455 -1.441 4.025
H -3.456 -0.163 3.312
H -1.761 0.173 3.656

***

[5]
35
Properties=species:S:1:pos:R:3 method="wB97M-V/def2-TZVPD" smiles="O=C(NCCNC(=O)c1cccnc1)c1ccc(Br)cc1" relative_energy_ev=0.142 homo_lumo_gap_ev=9.21 e_homo_ev=-9.04 total_energy_ha=-3468.81510
O 0.799 3.747 0.276
C 0.529 2.559 0.275
N -0.731 2.093 0.417
H -0.927 1.109 0.281
C -1.874 2.970 0.360
H -1.489 3.981 0.195
H -2.414 2.948 1.314
C -2.821 2.566 -0.779
N -3.693 1.461 -0.427
C -3.285 0.175 -0.383
O -2.125 -0.161 -0.571
C -4.347 -0.821 -0.078
C -3.994 -2.004 0.570
C -4.974 -2.939 0.845
C -6.277 -2.657 0.457
N -6.618 -1.553 -0.185
C -5.681 -0.664 -0.451
H -6.016 0.201 -1.011
H -7.086 -3.346 0.660
H -4.737 -3.863 1.348
H -2.962 -2.165 0.846
H -4.635 1.680 -0.147
H -3.451 3.411 -1.057
H -2.221 2.268 -1.644
C 1.586 1.507 0.171
C 2.872 1.852 0.581
C 3.909 0.944 0.505
C 3.653 -0.319 -0.001
C 2.388 -0.679 -0.435
C 1.354 0.236 -0.348
H 0.378 -0.056 -0.707
H 2.214 -1.664 -0.840
Br 5.071 -1.587 -0.114
H 4.903 1.211 0.830
H 3.041 2.849 0.960

***

[6]
35
Properties=species:S:1:pos:R:3 method="wB97M-V/def2-TZVPD" smiles="O=C(NC1CCCC1)c1cc(-c2ccc(Cl)c(Cl)c2)on1" relative_energy_ev=1.077 homo_lumo_gap_ev=8.86 e_homo_ev=-8.99 total_energy_ha=-1760.36876
O 1.031 2.377 -0.028
C 0.980 1.163 -0.018
N 2.047 0.346 -0.014
H 1.878 -0.649 -0.008
C 3.414 0.813 -0.028
C 4.182 0.323 1.220
H 3.531 -0.327 1.805
H 4.483 1.153 1.856
C 5.388 -0.462 0.695
H 6.245 0.201 0.576
H 5.673 -1.272 1.364
C 4.935 -0.961 -0.674
H 5.768 -1.263 -1.307
H 4.261 -1.811 -0.561
C 4.181 0.242 -1.234
H 3.506 -0.017 -2.048
H 4.891 0.985 -1.600
H 3.349 1.903 -0.070
C -0.312 0.425 -0.007
N -0.379 -0.887 0.008
O -1.681 -1.226 0.014
C -2.441 -0.112 0.002
C -1.611 0.983 -0.011
H -1.850 2.024 -0.023
C -3.884 -0.247 0.006
C -4.698 0.885 -0.010
C -6.074 0.751 -0.007
C -6.655 -0.517 0.011
C -5.845 -1.644 0.027
C -4.472 -1.513 0.024
H -3.843 -2.389 0.036
H -6.302 -2.620 0.041
Cl -8.365 -0.688 0.015
Cl -7.066 2.159 -0.027
H -4.264 1.871 -0.024